No. 1
2 unconnected molecules or ions with the total composition C3H10OS at a distorted geometry. Source: OMol25; level of theory: ωB97M-V/def2-TZVPD.

```
15
Properties=species:S:1:pos:R:3
C 2.0263 1.2766 -2.4985
O 1.3542 0.9633 -1.2571
H 1.5656 0.0528 -1.0428
H 3.0578 1.5514 -2.3021
H 1.4686 2.0789 -2.9540
H 2.0017 0.4202 -3.1782
C -1.6896 0.4836 0.9090
C -0.8434 -1.9230 1.9775
S -0.4917 -0.7654 0.6970
H -2.6997 0.1274 1.1081
H -1.6609 1.1454 0.0435
H -0.4424 -2.8917 1.6652
H -1.9126 -1.9833 2.1468
H -0.3364 -1.6114 2.8887
H -1.3975 1.0751 1.7969
```

Summary:
Multiplicity ... 2
Energy relative to the best compared isomer or geometry (same formula, charge and spin) ... 0.550 eV
HOMO-LUMO gap (spin up / spin down) ... 0.38859 / 0.19775 hartree
Charge ... +1

Atom charges from the Löwdin analysis, given in e for atoms 1 to 8: atom 1 (C): -0.11, atom 2 (O): -0.18, atom 3 (H): 0.02, atom 4 (H): 0.08, atom 5 (H): 0.08, atom 6 (H): 0.08, atom 7 (C): -0.31, atom 8 (C): -0.30



No. 2
2 unconnected molecules or ions with the total composition C4H13N3 at a distorted geometry. Source: OMol25; level of theory: ωB97M-V/def2-TZVPD.

```
20
Properties=species:S:1:pos:R:3
C 1.3479 0.0765 -0.4759
C 0.6154 0.2534 0.8103
C -0.7178 0.2154 0.0195
C -1.1290 1.1770 -0.8517
N -2.6325 1.2034 -1.0746
N -1.7433 -0.6115 0.6224
N 3.0223 -1.2044 0.6633
H 1.9368 0.8083 -1.0450
H 1.2102 -0.8446 -1.0472
H 0.4331 -0.5621 1.5075
H 1.0566 0.9677 1.5878
H -0.6983 1.7074 -1.7017
H -2.7165 0.7368 -1.9684
H -3.3292 1.9434 -0.8860
H -2.9235 0.6089 -0.2778
H -1.2573 -0.9158 1.4648
H -1.9445 -1.5435 0.2735
H 3.6221 -0.3840 0.5698
H 2.1839 -1.6562 1.0242
H 3.6636 -1.9761 0.7852
```

Summary:
Multiplicity ... 2
Energy relative to the best compared isomer or geometry (same formula, charge and spin) ... 4.255 eV
HOMO-LUMO gap (spin up / spin down) ... 0.26745 / 0.32831 hartree
Charge ... +1

Atom charges from the Löwdin analysis, given in e for atoms 1 to 8: atom 1 (C): -0.05, atom 2 (C): -0.19, atom 3 (C): -0.31, atom 4 (C): -0.03, atom 5 (N): 0.16, atom 6 (N): 0.08, atom 7 (N): 0.00, atom 8 (H): 0.09



No. 3
10 unconnected molecules or ions with the total composition C29H52Cl8O18 at a distorted geometry. Source: OMol25; level of theory: ωB97M-V/def2-TZVPD.

```
107
Properties=species:S:1:pos:R:3
Cl -9.7700 -5.2301 24.0035
C -8.4536 -4.8283 25.1249
C -8.5705 -5.6656 26.3671
Cl -7.5302 -4.9773 27.6425
H -8.5792 -3.7849 25.4171
H -7.4737 -4.8916 24.6630
H -8.2231 -6.6831 26.2084
H -9.5921 -5.7179 26.7238
Cl -6.4393 3.3492 24.5307
C -6.7994 5.0939 24.7086
C -7.4047 5.7884 23.5183
Cl -6.2407 5.9406 22.1701
H -5.8637 5.5869 24.9497
H -7.4623 5.1185 25.5696
H -7.6947 6.7868 23.8610
H -8.3284 5.3965 23.0963
Cl -2.6404 -3.5453 28.7128
C -4.2661 -2.8117 28.9352
C -4.7188 -2.1350 27.6627
Cl -6.2790 -1.2944 27.9196
H -4.1628 -2.0726 29.7269
H -4.8986 -3.6304 29.2572
H -4.9295 -2.8850 26.9013
H -4.0009 -1.4046 27.3069
Cl -6.4031 2.8695 18.4486
C -8.0531 3.4598 18.8417
C -8.1094 4.9446 18.7418
Cl -7.4562 5.5835 17.1970
H -8.2586 3.0140 19.8093
H -8.7275 2.9780 18.1361
H -7.6027 5.4082 19.5818
H -9.1253 5.3318 18.6720
C -8.4940 1.1403 26.3920
C -9.7511 1.4824 27.1824
O -9.2535 2.5726 28.0048
C -7.9091 2.5274 28.0531
O -7.2249 3.2132 28.7107
O -7.4373 1.5509 27.2506
H -8.4000 1.6176 25.4150
H -8.4330 0.0703 26.1995
H -10.0328 0.6554 27.8213
H -10.5826 1.8373 26.5939
C -6.5397 1.3554 12.7745
C -6.5731 1.1444 11.2520
O -7.9416 1.0990 10.9173
C -8.6846 1.1280 12.0507
O -9.8396 1.0919 12.0207
O -7.9055 1.1862 13.1374
H -6.2227 2.3402 13.1161
H -5.8686 0.6530 13.2641
H -6.0995 0.1858 11.0206
H -5.9801 1.8994 10.7381
C -12.1445 -1.4537 23.4171
C -12.4811 0.0180 23.7695
O -11.9228 0.1652 25.0751
C -11.4560 -1.0072 25.5341
O -11.0084 -1.2125 26.5991
O -11.5227 -1.9578 24.5826
H -11.5205 -1.4453 22.5374
H -13.0717 -1.9998 23.2599
H -13.5499 0.1848 23.8568
H -12.0070 0.7365 23.1131
C -8.6390 -0.8909 15.8893
C -9.0379 -0.3165 17.2079
O -7.9336 -0.4439 18.1002
C -8.0688 -0.0253 19.3612
O -9.0407 0.4093 19.8603
O -6.8707 -0.1010 19.9298
C -6.7285 -0.1503 21.3155
H -9.2617 -0.5561 15.0649
H -8.6779 -1.9905 15.8265
H -7.5670 -0.7980 15.6891
H -9.8857 -0.8307 17.6540
H -9.3426 0.7318 17.1452
H -7.2031 0.6556 21.8678
H -5.6617 -0.0564 21.5296
H -6.9831 -1.1345 21.7018
C -1.5107 7.4721 21.7019
C -2.6164 6.6773 21.0493
O -2.5894 5.3340 21.6014
C -3.3114 4.4264 20.9566
O -3.9985 4.5679 20.0348
O -3.1147 3.2667 21.4787
C -3.7293 2.2476 20.7368
H -1.6026 8.5021 21.3741
H -0.5759 6.9679 21.4846
H -1.6629 7.4558 22.7832
H -2.4060 6.6844 19.9763
H -3.5987 7.1379 21.1720
H -4.7817 2.0991 20.9508
H -3.1588 1.3321 20.8998
H -3.5937 2.4181 19.6638
C -0.6981 -0.8051 20.0628
C -0.9601 0.0763 18.8848
O -2.3197 -0.1571 18.5020
C -2.7489 0.4429 17.4219
O -2.1522 1.1583 16.7684
O -3.9876 0.1457 17.2974
C -4.6342 0.6680 16.1603
H -1.3072 -0.4866 20.9144
H 0.3489 -0.8058 20.3653
H -0.9721 -1.8505 19.9139
H -0.1942 -0.0912 18.1203
H -0.8567 1.1459 19.0970
H -3.9710 0.5449 15.3038
H -4.8501 1.7269 16.3100
H -5.5893 0.1808 16.0124
```

Summary:
Multiplicity ... 1
Energy relative to the best compared isomer or geometry (same formula, charge and spin) ... 1.291 eV
HOMO-LUMO gap ... 0.38404 hartree

Atom charges from the Löwdin analysis, given in e for atoms 1 to 8: atom 1 (Cl): 0.56, atom 2 (C): -0.68, atom 3 (C): -0.67, atom 4 (Cl): 0.56, atom 5 (H): 0.06, atom 6 (H): 0.08, atom 7 (H): 0.07, atom 8 (H): 0.07



No. 4
12 unconnected molecules or ions with the total composition C34H78B6F24N8O4 at a distorted geometry. Source: OMol25; level of theory: ωB97M-V/def2-TZVPD.

```
154
Properties=species:S:1:pos:R:3
C 7.5299 -16.2450 12.0695
C 7.7239 -15.1639 13.1065
N 6.7006 -15.1876 14.2705
C 7.0822 -14.1253 15.2418
C 5.3713 -14.9027 13.7247
C 4.2459 -14.6133 14.6784
C 6.5733 -16.5816 14.8253
C 7.8292 -17.0645 15.5705
O 8.1305 -16.2916 16.6895
C 7.3034 -16.5040 17.8481
H 6.6513 -16.0656 11.4275
H 7.4241 -17.2243 12.5649
H 8.3899 -16.3529 11.4653
H 7.7123 -14.1397 12.7177
H 8.7385 -15.1779 13.5215
H 6.3495 -14.1423 16.0720
H 6.9580 -13.1675 14.7800
H 8.0429 -14.4084 15.6156
H 5.2734 -15.7224 13.0125
H 5.3799 -14.0642 13.0446
H 3.9404 -15.3662 15.3833
H 3.3789 -14.5373 14.0523
H 4.4649 -13.7107 15.1448
H 6.2710 -17.3066 14.0655
H 5.7720 -16.4663 15.5618
H 8.7029 -17.0551 14.9238
H 7.6793 -18.1395 15.7798
H 6.2005 -16.4119 17.6320
H 7.6105 -15.7036 18.4804
H 7.4760 -17.4991 18.3114
C 7.8956 -29.4248 13.2818
C 7.5117 -28.0851 12.6581
N 7.7111 -26.9862 13.6525
C 9.1323 -26.9028 14.1274
C 7.3521 -25.7217 12.8866
C 8.4376 -25.1815 11.9619
C 6.8119 -27.0550 14.8530
C 5.3907 -27.3348 14.5496
O 4.6347 -26.1572 14.4293
C 3.9751 -25.7391 15.6075
H 7.5600 -30.2140 12.5859
H 7.3061 -29.5878 14.1625
H 8.9770 -29.6322 13.3597
H 6.5432 -27.9139 12.2027
H 8.2775 -27.9098 11.9167
H 9.7766 -27.0586 13.2581
H 9.3722 -27.7322 14.7955
H 9.2942 -25.9200 14.5992
H 7.0257 -25.0017 13.6365
H 6.4174 -25.9143 12.3996
H 8.0354 -24.3381 11.4161
H 8.6534 -25.9439 11.1644
H 9.3865 -24.8911 12.3839
H 6.9192 -26.0829 15.3462
H 7.2403 -27.8286 15.4438
H 4.9078 -27.9798 15.2594
H 5.3140 -27.8321 13.5700
H 3.9597 -24.6375 15.7255
H 4.5067 -26.0382 16.5289
H 2.9432 -26.1274 15.6652
C -1.3720 -18.5560 13.8863
C 0.0663 -18.5703 14.2235
N 0.3687 -18.7971 15.7480
C -0.4397 -18.6689 16.8136
C 0.2070 -19.2669 17.8653
N 1.4049 -19.7712 17.3898
C 1.4381 -19.3860 16.1250
C 2.4324 -20.5479 18.1257
H -1.5076 -18.9436 12.8269
H -1.9907 -17.6617 14.0427
H -1.9411 -19.2417 14.4860
H 0.6651 -17.7413 13.8172
H 0.4059 -19.4327 13.6243
H -1.3853 -18.1483 16.7745
H -0.2265 -19.3611 18.8593
H 2.2310 -19.5880 15.4369
H 2.3801 -21.5753 17.7689
H 2.3163 -20.5027 19.2008
H 3.3963 -20.0604 18.0137
C 3.0469 -18.2292 9.0610
C 2.4731 -19.6318 8.7664
N 3.4277 -20.7587 8.7762
C 3.0357 -22.0792 8.4363
C 4.1343 -22.8526 8.6886
N 5.1662 -22.0320 9.1236
C 4.6929 -20.7533 9.1164
C 6.5420 -22.4558 9.5457
H 2.2306 -17.5516 9.3882
H 3.4637 -17.7751 8.1560
H 3.7662 -18.2027 9.8871
H 2.0065 -19.7071 7.7375
H 1.6971 -19.9960 9.5097
H 2.0716 -22.2344 8.0546
H 4.2754 -23.9340 8.6822
H 5.3065 -19.9287 9.5075
H 7.0390 -21.5945 10.0155
H 7.0704 -22.8176 8.6642
H 6.4587 -23.2551 10.3262
C 5.3368 -21.8685 12.8752
C 4.9482 -21.5411 14.2482
O 3.9523 -21.8460 14.7930
N 5.9491 -20.7333 15.0214
H 6.6833 -21.3864 15.4284
H 6.4716 -20.1881 14.3045
C 5.4060 -19.7686 16.0121
H 4.9385 -21.0909 12.2603
H 4.7103 -22.7326 12.5630
H 6.4225 -21.9829 12.7998
H 4.4111 -20.0955 16.2514
H 5.3325 -18.8323 15.4672
H 6.1942 -19.6416 16.7532
C 1.3683 -24.7168 13.9161
C 0.3757 -25.2713 12.9770
O -0.5573 -26.0250 13.0041
N 0.5718 -24.4654 11.7189
H -0.2301 -24.7497 11.1187
H 0.3456 -23.4380 11.8727
C 1.9098 -24.7415 11.0238
H 1.5276 -23.6552 13.7672
H 2.3536 -25.1902 13.6940
H 1.0602 -24.9945 14.9372
H 2.7312 -24.6298 11.7484
H 1.9988 -23.9626 10.2033
H 1.9311 -25.7526 10.6092
B -1.0172 -21.4974 10.3328
F -1.2541 -20.0968 10.4627
F -2.0364 -22.1841 9.9279
F 0.0368 -21.8577 9.4669
F -0.6586 -22.0030 11.6440
B 3.1925 -18.4672 12.6898
F 2.5656 -18.0332 13.8843
F 4.3355 -19.1929 12.9937
F 2.3433 -19.2826 11.8746
F 3.4657 -17.2700 12.0352
B 4.8437 -26.2145 10.3966
F 4.9063 -24.9322 11.0341
F 6.0267 -26.4814 9.7928
F 4.6433 -27.1455 11.3221
F 3.8581 -26.1350 9.4061
B 7.9121 -19.5965 11.9581
F 8.8807 -18.7271 11.7313
F 8.3964 -20.8783 12.1276
F 7.2670 -19.1959 13.1925
F 7.0054 -19.5367 10.8851
B 4.3909 -18.1208 19.3931
F 3.3328 -18.5830 20.1671
F 5.4913 -19.0209 19.5197
F 3.9776 -17.9869 17.9877
F 4.6715 -16.9072 19.9379
B 7.8589 -23.5148 16.5292
F 8.8847 -24.2295 15.7602
F 8.1166 -23.5335 17.9200
F 7.8369 -22.1454 15.9882
F 6.5969 -23.9872 16.2349
```

Summary:
Multiplicity ... 1
HOMO-LUMO gap ... 0.36727 hartree

Atom charges from the Löwdin analysis, given in e for atoms 1 to 8: atom 1 (C): -0.04, atom 2 (C): -0.13, atom 3 (N): -0.26, atom 4 (C): 0.03, atom 5 (C): -0.20, atom 6 (C): -0.03, atom 7 (C): -0.09, atom 8 (C): -0.19



Number 1: calculated total energy -593.38248 a.u.. Number 2: calculated total energy -324.00955 a.u.. Number 3: calculated total energy -6172.08500 a.u.. Number 4: calculated total energy -4628.48687 a.u..